A:
ORCA calculation (the ωB97M-V functional and the def2-TZVPD basis) on the ion C7H14N3O with charge +1.

Output
* net charge: +1
* HOMO energy (alpha / beta): -0.468 / -0.468 Ha

XYZ file:
```
25
C7H14N3O, DFT the ωB97M-V functional and the def2-TZVPD basis
C 0.438 0.379 -0.431
C -0.909 0.545 -0.650
C 1.876 0.841 1.677
C 1.826 1.331 -0.935
C -0.248 -2.872 1.572
C -2.279 1.329 -2.431
C 1.734 0.322 0.222
N -1.897 -0.243 -0.098
N -1.541 -1.158 0.714
N -0.426 -1.615 0.889
O -1.253 1.579 -1.486
H 1.647 1.903 1.752
H 2.748 0.576 2.291
H 1.088 0.314 2.410
H 0.897 1.249 -1.671
H 2.703 1.091 -1.593
H 1.933 2.435 -0.615
H 0.009 -3.619 0.797
H 0.651 -2.832 2.085
H -1.264 -3.125 2.007
H -1.959 0.596 -3.110
H -2.520 2.344 -2.815
H -3.134 0.959 -1.851
H 2.275 -0.666 0.222
H -2.395 -1.663 1.050
```

How is the electron density shared among the atoms? According to Mulliken, the charges in e are: number 1, C, carries -0.0061; number 2, C, carries 0.6182; number 3, C, carries -1.2968; number 4, C, carries -0.7461; number 5, C, carries -0.8544; number 6, C, carries -0.7483; number 7, C, carries 0.6132; number 8, N, carries -0.6904; number 9, N, carries 0.2653; number 10, N, carries -0.2078; number 11, O, carries -0.3516; number 12, H, carries 0.3602; number 13, H, carries 0.3869; number 14, H, carries 0.2346; number 15, H, carries 0.2585; number 16, H, carries 0.3369; number 17, H, carries 0.3030; number 18, H, carries 0.3357; number 19, H, carries 0.3415; number 20, H, carries 0.3364; number 21, H, carries 0.3296; number 22, H, carries 0.2437; number 23, H, carries 0.3419; number 24, H, carries 0.2933; number 25, H, carries 0.3026

B:
ORCA calculation (the ωB97M-V functional and the def2-TZVPD basis) on a cluster of 2 separate species, C7H14N3O in total.

Output
* net charge: +1
* HOMO energy: -0.474 Ha

XYZ file:
```
25
C7H14N3O, DFT the ωB97M-V functional and the def2-TZVPD basis
C -2.252 -1.238 0.036
C -2.378 0.146 0.033
C -0.910 -1.467 0.051
C -3.715 0.747 -0.057
C 1.982 1.213 0.720
C 2.127 -0.208 -1.417
C 1.864 -0.132 0.080
N -1.142 0.699 -0.022
N -0.219 -0.321 -0.007
N 2.108 -1.192 0.829
O -0.193 -2.598 0.130
H -2.937 -2.065 0.017
H -4.290 0.475 -1.030
H -3.623 1.893 0.063
H -4.233 0.406 0.725
H 1.456 1.120 1.612
H 3.040 1.582 0.600
H 1.525 1.897 0.021
H 1.706 0.536 -1.911
H 1.906 -1.220 -1.720
H 3.267 -0.242 -1.672
H -1.007 1.647 -0.395
H 2.319 -2.009 0.326
H -0.517 -3.412 0.501
H 2.210 -0.995 1.784
```

How is the electron density shared among the atoms? According to Mulliken, the charges in e are: number 1, C, carries -0.9201; number 2, C, carries 0.5178; number 3, C, carries 0.4949; number 4, C, carries -1.1371; number 5, C, carries -1.4271; number 6, C, carries -1.4171; number 7, C, carries 0.9392; number 8, N, carries -0.3855; number 9, N, carries 0.1981; number 10, N, carries -0.2159; number 11, O, carries -0.4836; number 12, H, carries 0.3850; number 13, H, carries 0.2772; number 14, H, carries 0.3156; number 15, H, carries 0.3755; number 16, H, carries 0.5514; number 17, H, carries 0.3381; number 18, H, carries 0.3131; number 19, H, carries 0.4274; number 20, H, carries 0.4137; number 21, H, carries 0.3318; number 22, H, carries 0.2882; number 23, H, carries 0.2430; number 24, H, carries 0.3507; number 25, H, carries 0.2257

How do the energies compare? Relative to the most stable structure, in hartree: A 0.2026; B 0.0000.

A:
ORCA calculation (the ωB97M-V functional and the def2-TZVPD basis) on the molecule C5H10S2.

Output
* structure (SMILES): CSC1(SC)CC1
* HOMO energy: -0.304 Ha

XYZ file:
```
17
C5H10S2, DFT the ωB97M-V functional and the def2-TZVPD basis
C -0.478 1.870 1.290
S 0.879 1.482 0.160
C 0.527 -0.310 -0.177
S -0.952 -0.622 -1.099
C -2.199 -0.972 0.157
C 1.746 -1.091 -0.593
C 1.143 -1.306 0.757
H -0.412 2.960 1.628
H -1.499 1.771 0.836
H -0.498 1.209 2.185
H -3.085 -1.311 -0.402
H -1.907 -1.764 0.871
H -2.464 -0.044 0.763
H 2.706 -0.604 -0.655
H 1.668 -1.901 -1.279
H 1.594 -0.986 1.650
H 0.620 -2.240 0.796
```

How is the electron density shared among the atoms? According to Mulliken, the charges in e are: number 1, C, carries -0.7691; number 2, S, carries -0.1056; number 3, C, carries 0.3397; number 4, S, carries -0.0839; number 5, C, carries -0.7499; number 6, C, carries -0.7203; number 7, C, carries -0.5403; number 8, H, carries 0.3157; number 9, H, carries 0.1923; number 10, H, carries 0.2959; number 11, H, carries 0.3296; number 12, H, carries 0.2540; number 13, H, carries 0.1811; number 14, H, carries 0.2511; number 15, H, carries 0.2748; number 16, H, carries 0.2807; number 17, H, carries 0.2540

B:
ORCA calculation (the ωB97M-V functional and the def2-TZVPD basis) on a cluster of 2 separate species, C5H10S2 in total.

Output
* structure (SMILES): CSC1=CC1.CS
* HOMO energy: -0.298 Ha

XYZ file:
```
17
C5H10S2, DFT the ωB97M-V functional and the def2-TZVPD basis
C 1.915 0.874 0.705
S 1.638 0.459 -1.065
C 0.984 -1.125 -0.805
C 0.632 -1.978 0.115
C 0.827 -2.580 -1.222
H 1.433 0.002 1.017
H 1.443 1.829 0.780
H 2.964 0.854 0.905
H 0.318 -2.285 1.153
H 1.749 -3.078 -1.541
H 0.012 -2.924 -1.788
C -2.048 1.391 -0.409
S -2.693 -0.183 0.438
H -1.286 1.885 0.080
H -2.865 2.144 -0.624
H -1.685 0.890 -1.426
H -3.041 0.146 1.671
```

How is the electron density shared among the atoms? According to Mulliken, the charges in e are: number 1, C, carries -0.5557; number 2, S, carries -0.1322; number 3, C, carries -0.0581; number 4, C, carries -0.0993; number 5, C, carries -0.5730; number 6, H, carries 0.0661; number 7, H, carries 0.2468; number 8, H, carries 0.3342; number 9, H, carries 0.3441; number 10, H, carries 0.1989; number 11, H, carries 0.2232; number 12, C, carries -0.5811; number 13, S, carries -0.2122; number 14, H, carries 0.1940; number 15, H, carries 0.3277; number 16, H, carries 0.1766; number 17, H, carries 0.1001

How do the energies compare? Relative to the most stable structure, in hartree: A 0.0000; B 0.0996.

A:
ORCA calculation (the ωB97M-V functional and the def2-TZVPD basis) on the molecule C4H4ClN.

Output
* structure (SMILES): C/C(C#N)=C\Cl
* HOMO energy: -0.367 Ha

XYZ file:
```
10
C4H4ClN, DFT the ωB97M-V functional and the def2-TZVPD basis
C 0.596 -0.835 -0.808
C 0.048 0.157 0.262
C 0.871 0.708 1.294
N 1.398 1.182 2.223
C -1.227 0.614 0.234
Cl -2.403 0.021 -0.930
H -0.065 -0.902 -1.673
H 1.557 -0.443 -1.172
H 0.766 -1.843 -0.412
H -1.541 1.341 0.980
```

How is the electron density shared among the atoms? According to Mulliken, the charges in e are: number 1, C, carries -1.0910; number 2, C, carries 0.4845; number 3, C, carries 0.1471; number 4, N, carries -0.4125; number 5, C, carries -0.3119; number 6, Cl, carries -0.1680; number 7, H, carries 0.3790; number 8, H, carries 0.2972; number 9, H, carries 0.2711; number 10, H, carries 0.4045

B:
ORCA calculation (the ωB97M-V functional and the def2-TZVPD basis) on the molecule C4H4ClN.

Output
* HOMO energy (alpha / beta): -0.302 / -0.312 Ha

XYZ file:
```
10
C4H4ClN, DFT the ωB97M-V functional and the def2-TZVPD basis
C 2.682 -0.945 0.278
C -1.109 -2.923 1.246
C 1.423 -1.225 0.468
C 0.544 -0.331 0.076
N 3.755 -1.065 0.146
Cl 0.711 -2.926 1.376
H -1.653 -2.022 1.265
H -1.387 -3.625 0.472
H 0.691 0.703 -0.225
H -0.481 -0.858 0.016
```

How is the electron density shared among the atoms? According to Mulliken, the charges in e are: number 1, C, carries 0.3559; number 2, C, carries -0.7154; number 3, C, carries 0.1209; number 4, C, carries -0.5513; number 5, N, carries -0.3250; number 6, Cl, carries 0.0524; number 7, H, carries 0.3361; number 8, H, carries 0.2825; number 9, H, carries 0.3215; number 10, H, carries 0.1224

How do the energies compare? Relative to the most stable structure, in hartree: A 0.0000; B 0.2228.